Record 1
C5H9ClN2O | ωB97M-V with the def2-TZVPD basis set

The geometry in XYZ format:
```
18
Properties=species:S:1:pos:R:3:forces:R:3
Cl 0.984855 1.619335 -1.272844 0.1 -0.3 -0.5
O -0.446837 0.300873 0.421394 -1.7 -0.7 -0.2
N 0.939270 -1.068130 -0.704103 -1.7 1.7 2.4
N -2.618719 1.907409 -2.442477 -0.2 0.2 0.1
C 0.474605 0.591543 1.455201 0.3 0.9 1.4
C 0.428036 -0.333641 2.663348 -0.3 -1.5 -1.7
C -1.082864 -0.185899 -2.202892 3.9 3.2 0.9
C -1.953213 0.986393 -2.289627 0.3 -0.6 -0.2
C 0.093484 0.064403 -0.782822 -0.5 -0.6 -3.1
H 1.452090 -1.450145 -1.425357 0.9 -0.8 -1.6
H 0.673468 -1.565645 0.134786 0.6 -0.6 -0.6
H -0.494538 -0.221094 3.219733 0.1 0.0 0.4
H -0.330600 -0.106408 -3.149391 -1.9 -0.8 2.4
H 0.194833 1.598351 1.832177 0.7 -0.3 -0.6
H -1.621004 -1.064298 -1.990360 -0.4 -1.2 -0.1
H 1.481450 0.504110 1.056631 0.0 0.6 0.0
H 1.355986 -0.190189 3.200743 -0.1 0.2 0.6
H 0.469698 -1.386966 2.275861 -0.1 0.7 0.5
```
Forces are in eV/Å.

Summary:
- Multiplicity: 1

***

Record 2
C13H18AlCl2N2O2P | ωB97M-V with the def2-TZVPD basis set

The geometry in XYZ format:
```
39
Properties=species:S:1:pos:R:3:forces:R:3
Cl 0.540402 -3.121434 -0.704309 -1.0 -0.4 -1.2
Cl 2.530816 -0.591589 -1.212686 -0.4 -0.1 -0.1
P -0.203863 1.192159 -1.636751 0.4 0.9 -0.5
Al 0.512228 -0.970193 -0.538940 1.6 1.9 1.7
O -2.754596 -0.904649 0.193924 4.3 0.7 -0.9
O -1.829181 -1.893831 -2.238361 4.6 -3.1 -2.1
N 0.744504 -0.960235 1.447855 -0.2 -0.5 -0.8
N 1.617503 -1.621600 3.361844 -0.4 -0.1 -0.7
C 1.462607 -1.916952 2.053332 -0.1 1.2 1.2
C 0.403627 0.003815 2.418069 0.5 0.0 0.0
C -1.752760 2.095538 -1.289338 -0.1 -0.3 0.3
C -0.093309 2.119206 3.419643 -0.3 -0.3 -0.5
C -0.339441 0.812105 -3.414962 0.1 -0.2 -0.1
C 1.041033 0.407860 4.746160 -0.5 0.6 0.1
C 0.962970 -0.408851 3.623827 0.7 0.0 0.1
C 1.024155 2.553431 -1.595349 0.3 -0.2 0.2
C -0.170932 1.276974 2.305023 0.2 -0.1 0.3
C -0.822998 -3.775138 -3.492100 1.4 -1.3 -0.7
C -1.633876 -0.833001 -0.073798 -4.9 -1.2 1.9
C -1.003373 -2.663211 -2.614642 -5.8 2.6 2.1
C 0.496885 1.701640 4.622685 0.4 -1.0 0.2
H -1.854034 2.926906 -2.003791 0.0 -0.3 0.2
H -0.514466 3.124799 3.365595 0.1 -0.3 0.0
H -0.372437 -4.595786 -2.908075 0.0 0.3 -0.3
H -1.799299 -4.125024 -3.889112 0.3 0.7 0.2
H 1.502512 0.011205 5.652481 -0.1 0.5 -0.2
H -0.631877 1.575711 1.364422 0.1 0.2 0.3
H -0.193039 1.747414 -3.970473 -0.1 -0.3 0.0
H -2.610309 1.420848 -1.370257 0.0 0.2 -0.1
H 0.527237 2.394571 5.462987 0.0 -0.3 -0.2
H 2.042792 2.152649 -1.660115 -0.3 0.1 0.0
H -0.111761 -3.508285 -4.302074 -0.3 -0.2 0.3
H 2.162808 -2.168415 4.020349 -0.2 0.1 -0.2
H -1.736302 2.497931 -0.268358 0.0 0.0 -0.3
H 0.454557 0.108055 -3.689937 0.0 0.2 -0.1
H 0.931147 3.130066 -0.664747 0.0 -0.2 -0.2
H 0.835756 3.212971 -2.454713 0.0 -0.2 0.3
H 1.945496 -2.776779 1.601206 -0.3 0.2 0.0
H -1.311188 0.369106 -3.666516 0.2 0.2 0.1
```
Forces are in eV/Å.

Summary:
- Charge: +2
- Multiplicity: 1

***

Orbital gap per entry: 0.380, 0.210 Ha
Highest occupied orbital energy per entry: -0.3563, -0.5458 Ha
Max |F| per entry: 5.133, 6.669 eV/A